(1)
Below is a molecular structure, C31H28As2CdN4O2S2 at a distorted geometry, with properties calculated with the ωB97M-V functional and the def2-TZVPD basis.

```
70
Properties=species:S:1:pos:R:3:forces:R:3
Cd 1.08075 -0.94045 -0.22447 -0.09 -0.02 0.07
C 0.57140 2.73749 1.96339 1.13 -0.49 1.41
As 0.04482 0.83100 1.84173 -0.58 0.71 0.14
C 0.77123 0.04144 3.45321 1.08 1.45 2.08
C -1.86317 0.94528 2.42751 1.08 0.31 0.42
C -2.30017 1.95900 3.30731 -0.17 -0.43 -0.35
C -3.61310 1.97311 3.72114 -1.63 0.77 0.87
C -4.51006 0.95225 3.35519 0.74 1.23 -0.95
C -4.02468 -0.05710 2.53220 -0.97 0.16 0.19
C -2.71489 -0.08763 2.05836 -0.26 0.31 -0.34
As -2.10771 -1.54325 0.86870 0.27 0.96 0.45
C -2.26383 -2.80579 2.31882 -0.36 -0.04 0.44
C -3.71476 -1.92719 -0.17338 0.31 -0.39 0.14
H -0.06470 3.34199 1.31684 -0.10 0.04 0.39
H 1.63661 2.85090 1.63396 -0.91 -0.25 0.21
H 0.54823 2.96960 3.08498 -0.21 0.15 -1.72
H 0.99258 0.71534 4.39825 -0.62 -0.92 -2.09
H 1.71143 -0.42471 3.19077 0.29 -0.12 -0.09
H 0.11005 -0.72409 3.80260 -0.51 -0.53 0.07
H -1.67876 2.77200 3.64763 0.37 -0.02 -0.20
H -4.05385 2.84046 4.30858 0.93 -1.13 -0.69
H -5.58019 1.17282 3.44933 0.40 -0.71 0.43
H -4.76944 -0.76689 2.20695 0.10 -0.43 -0.22
H -3.29928 -2.90795 2.61891 -0.32 -0.04 -0.04
H -1.72523 -2.49685 3.22158 0.21 -0.01 -0.46
H -1.91260 -3.73914 1.94766 0.37 -0.95 0.05
H -4.36589 -2.58252 0.36549 -0.35 -0.63 0.39
H -3.37028 -2.43450 -1.07047 -0.15 0.03 -0.20
H -4.31739 -1.07352 -0.41034 0.02 0.73 -0.29
S 2.34235 -3.02483 0.10505 -0.30 0.58 -0.04
C 3.91642 -2.28578 -0.27054 -0.84 -1.36 0.58
C 4.89012 -3.25454 -0.46832 1.15 0.38 0.00
C 6.20787 -2.89303 -0.67253 0.49 0.16 -0.23
C 7.28444 -3.80097 -0.90607 -0.20 -0.29 0.17
N 8.22689 -4.42276 -1.10465 0.21 -0.40 -0.07
C 6.56292 -1.54611 -0.74303 -0.48 1.09 -0.17
C 5.55462 -0.59435 -0.60245 1.03 1.32 -0.41
C 4.24697 -0.93191 -0.28810 0.41 -0.07 -0.30
S 3.20182 0.39882 0.02506 -1.00 0.58 0.00
C 7.91091 -1.12585 -1.03255 0.72 0.05 -0.30
N 8.99517 -0.82006 -1.29803 -0.97 -0.15 0.30
H 4.68671 -4.30079 -0.39823 -0.43 -0.39 -0.05
H 5.75727 0.50200 -0.78392 0.04 -1.45 0.46
O 0.14571 6.78786 -1.27906 -0.01 1.04 0.07
C -0.89827 6.01197 -1.07948 -2.91 -0.71 0.04
O -1.98398 6.51332 -0.87780 0.64 -0.20 -0.03
C -0.77907 4.50273 -1.18790 3.01 0.68 0.44
C -1.86647 3.64566 -1.01143 0.23 1.02 -0.35
C -1.66763 2.27682 -1.13555 1.38 1.12 -0.48
C -0.37732 1.77221 -1.43677 -1.96 1.31 0.61
C 0.70309 2.63899 -1.49085 0.93 -1.16 -0.32
C 0.56515 4.00149 -1.36133 -2.20 -0.42 -0.31
N -0.29690 0.39490 -1.66782 0.53 -0.04 0.23
C -0.98659 -0.07021 -2.60932 -0.07 -0.40 -1.67
C -1.08046 -1.53075 -2.87069 -0.87 1.12 -0.42
C -2.00377 -1.93121 -3.82101 0.77 -1.08 0.09
C -2.20573 -3.30720 -3.83449 -1.48 0.02 -0.67
C -1.52931 -4.21036 -3.04535 1.03 1.90 0.21
C -0.52491 -3.68277 -2.23651 -1.13 1.08 -0.77
N -0.39741 -2.37391 -2.13206 0.99 0.66 0.81
H 0.95692 6.31105 -1.30391 1.00 -0.60 -0.11
H -2.84588 4.14352 -0.87310 0.62 -0.66 0.04
H -2.50768 1.64966 -1.10334 -0.88 -1.03 0.22
H 1.65852 2.16532 -1.70811 0.08 0.29 0.13
H 1.46607 4.59243 -1.52713 -0.38 0.04 0.22
H -1.51049 0.57022 -3.38835 0.42 -0.48 1.20
H -2.46064 -1.28451 -4.56686 -0.11 0.01 0.48
H -3.03340 -3.64445 -4.43796 0.08 -0.38 -0.36
H -1.70330 -5.22987 -3.09358 -0.42 -1.77 -0.09
H 0.16215 -4.20380 -1.64430 0.77 -1.16 0.75
```
Positions in Å, forces in eV/Å.

Properties
Total energy ... -190567.729 eV
HOMO-LUMO gap ... 0.220 Ha
Lowest unoccupied orbital energy ... -1.394 eV
Relative energy (zero: lowest compared OMol25 entry of this formula, charge and spin) ... 75.8 kJ/mol
Highest occupied orbital energy ... -7.38 eV



(2)
Below is a molecular structure, C22H17N5O6Tc at a distorted geometry, with properties calculated with the ωB97M-V functional and the def2-TZVPD basis.

```
51
Properties=species:S:1:pos:R:3:forces:R:3
Tc 0.03218 -0.34418 0.12278 -0.62 4.04 0.35
C -1.88642 -3.79540 -1.25956 1.40 -1.37 -1.14
C -0.75309 -4.50688 -1.79723 -1.53 0.59 0.68
C 0.46213 -3.88301 -1.91959 1.45 1.02 0.19
C 0.67846 -2.57273 -1.43328 -3.18 -0.63 -0.01
N -0.44727 -1.87514 -0.99775 1.05 -3.07 -0.36
C -1.68047 -2.49545 -0.93766 1.02 1.67 -0.05
C 1.94086 -1.86526 -1.28892 2.11 1.47 0.79
C 3.17416 -2.24122 -1.85982 -0.57 0.19 0.23
C 4.30024 -1.42107 -1.71712 -0.93 1.69 0.66
C 4.17092 -0.17467 -0.99402 0.51 -2.20 -0.99
C 2.98491 0.07090 -0.35961 -1.07 -0.15 0.10
N 1.89824 -0.72614 -0.47901 0.75 -1.98 -1.50
H -2.86509 -4.26766 -1.19014 0.31 0.19 0.07
H -0.85554 -5.54556 -2.09221 -0.03 0.14 -0.05
H 1.32263 -4.38809 -2.34612 -0.22 -0.23 0.11
H -2.45697 -1.80282 -0.63634 -0.11 -0.27 0.19
H 3.21252 -3.16815 -2.42751 0.17 0.25 0.03
H 5.23467 -1.65331 -2.21454 -0.09 -0.13 0.13
H 4.99840 0.51843 -0.90830 -0.06 -0.12 0.00
H 2.80739 0.94062 0.25576 0.14 0.12 0.07
O -1.87847 0.63844 -0.10002 -0.38 1.99 -1.09
C -1.36338 1.43042 -0.97954 1.05 -3.75 1.15
O -0.23467 1.02950 -1.47243 -1.21 1.47 0.18
C -1.99206 2.68264 -1.39337 -0.57 0.87 0.08
C -3.40514 2.84726 -1.41704 1.85 -1.24 0.13
C -3.92161 4.03683 -1.93411 -0.44 2.20 -0.51
C -3.13615 5.14114 -2.22608 0.67 -0.35 -0.01
C -1.74786 4.98820 -2.03198 -2.04 0.75 -0.15
C -1.16632 3.77098 -1.64618 0.11 -1.92 0.36
N -0.88363 6.13770 -2.16018 1.14 1.26 -0.38
O 0.28140 5.97639 -1.82737 -0.37 -0.30 0.09
O -1.36030 7.16440 -2.57727 -0.28 -0.27 0.02
H -4.08021 2.06197 -1.09442 0.19 -0.07 0.05
H -4.97674 4.16178 -2.07309 -0.48 -0.22 -0.02
H -3.57583 6.06584 -2.60764 0.34 -0.26 0.24
H -0.08836 3.67363 -1.52041 -0.24 0.13 -0.14
C 0.67829 -2.99274 4.80449 0.54 0.13 0.49
N 0.48516 -1.73996 4.05562 -0.05 1.07 0.50
C 0.57434 -0.46613 4.64825 -0.16 -0.31 -1.14
C 0.52060 0.73488 3.94771 -0.06 -1.10 0.51
C 0.34525 0.61048 2.54906 0.06 -1.58 -0.93
O 0.38969 1.44452 1.60087 -0.02 -0.24 0.00
N 0.14607 -0.67710 2.04786 0.04 -0.34 0.60
C 0.28686 -1.88611 2.68043 0.42 0.48 0.44
O 0.29826 -2.95107 2.08931 -0.18 0.42 0.36
H 0.73724 -2.76723 5.87487 -0.06 0.01 -0.29
H 1.62134 -3.47727 4.50040 -0.44 0.23 0.04
H -0.14462 -3.67976 4.62980 -0.04 0.09 -0.11
H 0.70142 -0.48568 5.72771 0.04 -0.02 -0.22
H 0.61659 1.72286 4.38492 0.03 -0.37 0.23
```
Positions in Å, forces in eV/Å.

Properties
Total energy ... -45005.416 eV
Multiplicity ... 4
HOMO-LUMO gap (alpha / beta) ... 0.224 / 0.081 Ha
Lowest unoccupied orbital energy (alpha / beta) ... -7.664 / -11.421 eV
Charge ... +2
Relative energy (zero: lowest compared OMol25 entry of this formula, charge and spin) ... 0.0 kJ/mol
Highest occupied orbital energy (alpha / beta) ... -13.75 / -13.63 eV